16
Properties=species:S:1:pos:R:3:forces:R:3:nbo_charge:R:1 method="wB97M-V/def2-TZVPD" lumo_ev=0.10 e_homo_ev=-9.92 max_force_ev_per_a=1.24 orbital_gap_ev=10.02 total_energy_ev=-33175.74367 charge=0 smiles="[SiH3][SiH2][SiH3].N=[SiH2]"
N -1.86144 -3.13942 1.23972 -0.4450 0.2947 0.7598 -1.295
Si 2.87343 1.22579 -1.97386 0.3518 -0.1161 0.1273 0.421
Si -2.68299 -2.77891 2.57460 0.4551 -0.5700 -1.0073 1.330
Si 0.58604 1.43499 -1.66910 -0.2735 0.1373 -0.3278 0.151
Si -0.27988 1.16180 0.46360 0.1321 -0.0333 0.3155 0.423
H -1.73022 1.33306 0.53621 -0.3493 0.0874 -0.2140 -0.127
H -1.21344 -2.52322 0.77262 0.0494 0.1307 0.0515 0.381
H 3.62165 2.37949 -1.46584 -0.0135 0.2861 0.1677 -0.131
H 3.25963 1.07921 -3.38123 -0.1610 -0.0055 -0.2993 -0.124
H 3.40476 0.04782 -1.27700 -0.0271 -0.2299 0.1573 -0.132
H -3.56285 -3.83444 3.04514 -0.2096 -0.2070 0.1576 -0.203
H -2.76968 -1.61315 3.45585 0.1617 0.3690 0.0311 -0.212
H -0.09970 0.50576 -2.58257 -0.0348 -0.2866 -0.0421 -0.103
H 0.16569 2.75895 -2.16654 0.0335 0.2318 0.0574 -0.105
H -0.00666 -0.16580 1.02337 0.1454 -0.3175 -0.0205 -0.141
H 0.29566 2.12808 1.40503 0.1850 0.2289 0.0858 -0.132

21
Properties=species:S:1:pos:R:3:forces:R:3:nbo_charge:R:1 method="wB97M-V/def2-TZVPD" lumo_ev=-3.22 e_homo_ev=-14.20 max_force_ev_per_a=5.03 orbital_gap_ev=10.99 total_energy_ev=-11426.52453 charge=+1
O -1.47461 2.23401 -0.60134 2.2227 1.3501 0.3596 -0.629
C -0.42696 1.70281 -0.21279 -2.1866 -0.9192 0.6765 0.654
N 0.76528 2.21452 0.09906 -0.4293 5.0007 0.3054 -0.795
C -0.66561 0.14827 -0.02876 -1.7639 -1.0988 -0.9036 -0.080
N -2.18903 0.04967 -0.57521 -0.8138 -0.8793 1.2779 -0.720
C 0.44024 -2.17559 -0.51341 -1.8715 -1.6812 0.2563 -0.645
C 0.28212 -0.69855 -0.92722 -0.8626 -0.8995 3.7972 -0.452
H 1.54098 1.69631 0.37925 0.9396 -1.6106 0.5406 0.425
H 0.96387 3.31551 0.31561 -1.3306 -3.6100 -1.2671 0.449
H -0.77769 -0.37884 1.01228 0.7077 1.6435 -1.7486 0.259
H -2.60538 -0.88418 -0.31400 0.8188 0.8183 -0.9856 0.431
H -2.24132 0.29067 -1.57829 0.1435 -0.5721 0.4752 0.454
H -2.87350 0.72999 -0.14994 1.4237 -0.3779 -0.2066 0.466
H -0.33262 -2.91471 -1.01665 2.2431 1.3727 -0.1518 0.228
H 0.14770 -2.54052 0.50603 0.4435 1.4274 -0.1095 0.219
H 1.52455 -2.33305 -0.57116 -0.5610 -1.0449 -0.5918 0.248
H 1.16727 -0.23200 -0.59864 1.6134 0.3987 0.0979 0.234
H 0.29743 -0.64726 -1.96588 -0.7563 0.6977 -1.8573 0.245
H 1.91759 -0.60087 2.41786 0.3795 0.8287 -0.6195 0.492
H 2.38130 0.85112 2.46648 0.4217 0.9097 1.0005 0.483
O 2.15839 0.17270 1.85674 -0.7815 -1.7541 -0.3459 -0.967

15
Properties=species:S:1:pos:R:3:forces:R:3:nbo_charge:R:1 method="wB97M-V/def2-TZVPD" lumo_ev=0.78 e_homo_ev=-8.31 max_force_ev_per_a=3.94 orbital_gap_ev=9.09 total_energy_ev=-26982.60502 charge=0 smiles="S/C=C/[C@@H]1C[C@H]1S"
C 0.30525 0.80251 -0.09459 -0.4902 -3.8919 -0.3759 -0.272
C -0.28044 -0.17682 -1.08727 1.4397 0.4374 0.3408 -0.184
C 1.32215 0.32073 0.92290 -0.4476 1.8867 0.3645 -0.415
C -0.08308 -1.49021 -0.98195 -1.7236 1.4769 -0.9042 -0.372
C -0.09797 0.59436 1.28231 -1.5603 -1.3514 2.8273 -0.336
S -0.74755 -2.55627 -2.19997 -0.4704 -1.2881 -1.2926 -0.013
S -0.48904 1.92722 2.44305 0.8843 -0.1409 -0.2116 -0.014
H 0.43093 1.74674 -0.38476 0.3514 3.6162 -1.3601 0.223
H -0.78313 0.18412 -1.97729 0.1653 0.3347 0.0825 0.207
H 1.82266 -0.59904 0.91944 0.0652 -1.4329 -0.2079 0.224
H 1.95937 1.11850 1.29527 0.0889 -0.0618 -0.2057 0.222
H 0.15230 -1.92233 -0.02502 0.6324 -0.5833 -0.1464 0.232
H -0.86103 -0.20254 1.52951 1.3805 0.4843 -0.7967 0.234
H -1.06295 -1.84692 -3.40082 0.7336 -0.1141 1.9961 0.150
H -1.58747 2.09995 1.75919 -1.0490 0.6282 -0.1101 0.114

24
Properties=species:S:1:pos:R:3:forces:R:3:nbo_charge:R:1 method="wB97M-V/def2-TZVPD" lumo_ev="-3.04 / -9.50" e_homo_ev="-13.65 / -13.65" max_force_ev_per_a=2.22 orbital_gap_ev="10.61 / 4.15" total_energy_ev=-10566.11964 spin_multiplicity=2 charge=+1
C 1.37791 0.86262 3.31422 -1.7289 -1.0181 0.5251 -0.652
C 0.60179 0.34243 2.12384 -0.6423 -1.6398 0.3108 0.107
C -0.97057 0.45108 2.13187 1.5051 0.9695 0.3254 -0.626
O 1.10842 0.98700 0.98685 -0.2258 0.4632 -2.0468 -0.772
H 2.44368 0.63728 3.35272 0.0773 0.4240 -0.6894 0.227
H 1.00000 0.19448 4.08810 -0.1422 0.6497 0.8265 0.230
H 1.08333 1.90599 3.42684 0.4821 -0.0162 0.5607 0.225
H 0.78587 -0.72830 2.03587 0.3439 -0.3509 -0.0838 0.142
H -1.14782 1.47192 2.47036 -0.6510 0.0590 -0.2662 0.222
H -1.52080 -0.23429 2.77653 0.5644 -0.0655 0.2510 0.236
H -1.35968 0.27449 1.12912 0.1042 0.3158 -0.0704 0.191
H 2.06286 0.98213 1.08987 0.1641 0.1928 -0.1247 0.486
C -0.77722 -1.23706 -1.34796 1.6941 -0.4122 1.3800 -0.592
C -0.08227 -0.37626 -2.45191 -1.3834 0.2709 -1.0319 0.062
C -0.70558 -0.55482 -3.77884 -0.3872 -0.4287 -0.7646 -0.654
O -0.04031 0.93320 -2.09497 -0.5460 0.2437 -0.6159 -0.244
H -0.41355 -2.25485 -1.48919 -0.8118 -0.1907 -0.6721 0.271
H -1.84695 -1.03767 -1.28453 0.1957 -0.1830 -0.3362 0.268
H -0.27997 -1.05458 -0.39531 -0.3068 0.5600 0.2574 0.247
H 0.97188 -0.64740 -2.50964 1.0188 -0.6644 0.5570 0.320
H -1.78972 -0.50173 -3.67918 -0.1107 0.3601 -0.1134 0.257
H -0.53354 -1.56866 -4.14031 0.2368 0.0062 0.0215 0.256
H -0.34091 0.15300 -4.52321 -0.1099 0.0292 0.0771 0.262
H 0.37315 1.00001 -1.23115 0.6595 0.4254 1.7228 0.533